[1]
The following is a DFT calculation (ωB97M-V/def2-TZVPD) of a molecular structure, C24H24BrClN3O4S2Zn.

For the frontier orbital gap, the calculation gives 7.7 eV. The energy above the lowest of the compared OMol25 structures with the same formula, charge and spin is 6.9 kJ/mol. As for the net charge: +1. Its HOMO energy is -11.8 eV. The electronic energy is -7003.7157 a.u.

Geometry as XYZ:
```
60
C24H24BrClN3O4S2Zn | OMol25 | ωB97M-V/def2-TZVPD
Zn -0.503 0.640 -0.424
C 3.297 0.958 -4.290
C 2.991 0.999 -2.823
C 3.986 0.981 -1.852
C 3.668 1.008 -0.502
C 2.332 1.047 -0.170
Br 1.747 1.099 1.619
N 1.362 1.057 -1.079
C 1.681 1.032 -2.376
H 4.366 0.860 -4.462
H 2.959 1.868 -4.787
H 2.799 0.113 -4.763
H 5.025 0.938 -2.150
H 4.428 0.992 0.263
H 0.844 1.010 -3.064
S -1.877 2.022 -1.874
C -3.247 1.101 -1.580
N -4.278 1.085 -2.390
C -5.502 0.344 -2.092
C -5.136 -0.931 -1.395
N -4.346 -0.601 -0.206
C -4.621 -1.437 0.990
C -4.445 -2.896 0.685
C -5.546 -3.718 0.469
C -5.367 -5.058 0.163
C -4.083 -5.577 0.066
C -2.982 -4.761 0.283
C -3.162 -3.425 0.599
C -3.386 0.280 -0.266
S -2.345 0.578 1.027
C -4.283 1.772 -3.691
C -4.177 0.739 -4.783
C -5.077 0.746 -5.839
C -4.980 -0.203 -6.848
C -3.987 -1.168 -6.794
C -3.087 -1.182 -5.735
C -3.176 -0.231 -4.733
H -5.995 0.131 -3.040
H -6.160 0.971 -1.484
H -4.542 -1.588 -2.036
H -6.021 -1.476 -1.074
H -5.647 -1.209 1.288
H -3.947 -1.105 1.775
H -6.549 -3.317 0.567
H -6.225 -5.696 0.007
H -3.941 -6.621 -0.175
H -1.982 -5.163 0.203
H -2.302 -2.789 0.767
H -3.457 2.480 -3.703
H -5.215 2.333 -3.762
H -5.856 1.497 -5.878
H -5.683 -0.191 -7.668
H -3.915 -1.911 -7.575
H -2.314 -1.936 -5.693
H -2.468 -0.250 -3.912
O 1.129 -2.048 -1.949
Cl -0.106 -2.011 -1.240
O -0.720 -3.284 -1.146
O -1.020 -1.033 -1.892
O 0.105 -1.428 0.114
```

[2]
The following is a DFT calculation (ωB97M-V/def2-TZVPD) of a gas-phase ion, C5H11N2O (charge +1) at a distorted geometry.

For the frontier orbital gap, the calculation gives 8.6 eV. The energy above the lowest of the compared OMol25 structures with the same formula, charge and spin is 364.8 kJ/mol. As for the net charge: +1. Its HOMO energy is -13.8 eV. The electronic energy is -381.5250 a.u.

Geometry as XYZ:
```
19
C5H11N2O | OMol25 | ωB97M-V/def2-TZVPD
C 2.095 1.120 0.661
C 1.335 -0.033 0.627
C 0.242 -0.317 -0.422
C -2.249 -0.180 0.632
C -1.080 0.526 0.036
N 0.012 -1.645 -0.557
N 0.641 0.160 -1.771
O -0.981 1.790 -0.038
H 2.921 1.204 1.316
H 2.126 1.953 -0.065
H 1.425 -0.693 1.443
H -2.951 0.553 0.866
H -2.637 -1.124 -0.043
H -1.971 -0.689 1.541
H -0.250 -1.844 -1.523
H 0.312 -2.326 0.120
H 1.235 -0.526 -2.196
H 1.288 0.978 -1.731
H -1.772 2.201 0.290
```

[3]
The following is a DFT calculation (ωB97M-V/def2-TZVPD) of 2 unconnected molecules or ions with the total composition C17H23N3O3S at a distorted geometry.

For the frontier orbital gap, the calculation gives 7.5 eV. The energy above the lowest of the compared OMol25 structures with the same formula, charge and spin is 483.6 kJ/mol. As for the net charge: 0. Its HOMO energy is -7.8 eV. The electronic energy is -1449.6700 a.u.

Geometry as XYZ:
```
47
C17H23N3O3S | OMol25 | ωB97M-V/def2-TZVPD
C -5.777 -3.412 2.128
O -5.695 -2.007 2.123
C -4.400 -1.478 2.131
C -4.283 -0.083 2.142
C -3.057 0.535 2.156
C -1.886 -0.222 2.151
C -0.572 0.397 2.157
N 0.500 -0.270 2.142
S 1.890 0.635 2.140
O 2.030 1.362 0.833
O 2.045 1.366 3.443
C 3.160 -0.655 2.134
C 3.656 -1.141 3.320
C 4.646 -2.105 3.318
C 5.154 -2.599 2.126
C 6.221 -3.641 2.135
C 4.643 -2.099 0.937
C 3.653 -1.135 0.943
C -1.995 -1.609 2.138
C -3.220 -2.233 2.130
H -6.833 -3.684 2.129
H -5.306 -3.817 1.233
H -5.306 -3.811 3.026
H -5.193 0.494 2.143
H -2.988 1.608 2.184
H -0.514 1.479 2.172
H 3.277 -0.743 4.247
H 5.044 -2.479 4.245
H 6.507 -3.923 1.120
H 7.114 -3.280 2.649
H 5.876 -4.541 2.650
H 5.036 -2.468 0.006
H 3.269 -0.732 0.021
H -1.083 -2.180 2.136
H -3.272 -3.308 2.121
C -3.218 4.216 4.438
N -2.169 4.277 3.420
C -1.119 5.216 3.832
N -2.686 4.645 2.129
H -2.803 3.943 5.407
H -3.705 5.185 4.522
H -3.965 3.475 4.159
H -0.710 4.937 4.802
H -0.310 5.215 3.104
H -1.528 6.222 3.896
H -1.914 4.571 1.482
H -3.355 3.934 1.872
```